Molecular formula: C44H60CsGe2N3S2
Method: DFT, wB97M-V/def2-TZVPD

Cartesian coordinates (Å):
Cs  -0.285890  1.053947  -0.937596
C  -4.426321  3.229004  3.541857
C  -3.198439  3.181611  2.640101
Ge  -1.994603  1.666483  3.056417
C  -0.408920  2.292876  4.042416
C  -0.850239  2.923908  5.361761
C  -2.907410  0.428299  4.340672
C  -2.996927  -0.778066  3.747617
Ge  -2.487535  -0.402075  1.858148
C  -4.165496  0.061780  0.910127
C  -5.220579  -1.039211  0.911223
C  -1.713883  -1.925261  0.886845
C  -0.555157  -2.646820  1.553040
C  -3.466827  -2.010754  4.411298
C  -3.943908  -3.087363  3.663801
C  -4.385580  -4.250656  4.277641
C  -4.346642  -4.371398  5.657848
C  -3.854949  -3.316864  6.417909
C  -3.417122  -2.156736  5.802243
H  -5.087411  4.061878  3.284915
H  -4.151398  3.340015  4.594477
H  -5.011941  2.308562  3.470436
H  -2.614896  4.101554  2.715447
H  -3.489357  3.107908  1.591752
H  0.116728  3.025917  3.430523
H  0.274420  1.465776  4.233500
H  -1.568758  3.730878  5.195502
H  -0.003340  3.357493  5.900908
H  -1.325453  2.193767  6.021275
H  -3.274557  0.593178  5.355723
H  -3.919786  0.314138  -0.124828
H  -4.559487  0.965401  1.380800
H  -4.862775  -1.926464  0.383715
H  -6.132257  -0.721200  0.398007
H  -5.499573  -1.332114  1.927072
H  -1.536387  -1.690155  -0.165369
H  -2.594699  -2.578222  0.846103
H  0.358312  -2.056334  1.515607
H  -0.343389  -3.601310  1.064191
H  -0.762097  -2.854149  2.607164
H  -3.977334  -3.011214  2.584686
H  -4.755387  -5.066378  3.668088
H  -4.683151  -5.281828  6.138844
H  -3.800268  -3.402830  7.496922
H  -3.010902  -1.350514  6.399816
C  3.277621  2.080297  1.582064
C  3.271608  0.652657  2.128056
C  1.868518  0.047892  2.106813
C  4.218801  -0.320061  1.453481
C  5.141305  -1.000936  2.232948
C  5.945319  -2.000221  1.701192
C  5.789977  -2.349167  0.375001
C  4.880599  -1.688515  -0.451513
C  4.680383  -2.207497  -1.866082
C  4.205487  -3.661948  -1.846857
C  5.943616  -2.070150  -2.716781
C  4.126448  -0.624145  0.077589
N  3.243462  0.126348  -0.728615
C  3.823872  0.750964  -1.702143
C  3.246450  1.542361  -2.728520
C  4.002541  2.126221  -3.761902
C  3.088966  2.777415  -4.580584
C  1.822955  2.553854  -3.996262
N  1.909231  1.811654  -2.886824
C  0.505772  3.058496  -4.547108
C  -0.642824  2.806709  -3.575569
C  0.602961  4.567263  -4.808717
C  0.197915  2.341815  -5.869118
H  2.676266  2.725149  2.226408
H  2.860355  2.132799  0.578859
H  4.292854  2.482203  1.546078
H  3.596151  0.706252  3.174806
H  1.599315  -0.155518  1.071798
H  1.128238  0.730400  2.521844
H  1.833267  -0.894492  2.656413
H  5.218183  -0.745519  3.284731
H  6.662136  -2.519998  2.325965
H  6.376836  -3.163547  -0.036614
H  3.894081  -1.617748  -2.334367
H  4.960241  -4.325744  -1.416897
H  3.993888  -4.007524  -2.861369
H  3.294012  -3.766746  -1.256834
H  6.767506  -2.650504  -2.292558
H  6.265964  -1.030437  -2.780288
H  5.766299  -2.431658  -3.732144
H  4.918582  0.692342  -1.786984
H  5.076726  2.067447  -3.873731
H  3.298863  3.344841  -5.475763
H  -0.455822  3.295779  -2.617259
H  -0.811955  1.741457  -3.416542
H  -1.572999  3.212567  -3.983333
H  0.816407  5.105113  -3.883330
H  -0.338569  4.945511  -5.218253
H  1.399619  4.792405  -5.520296
H  0.101036  1.266289  -5.711605
H  0.996999  2.508194  -6.594703
H  -0.741868  2.706334  -6.295137
S  -2.808219  -0.636736  -2.540667
C  -2.505234  -1.597304  -3.966194
C  -1.266016  -1.562141  -4.628902
C  -1.022940  -2.324778  -5.757929
C  -2.006703  -3.159451  -6.278656
C  -3.239185  -3.208867  -5.638189
C  -3.483856  -2.445393  -4.508681
H  -0.485321  -0.919029  -4.237939
H  -0.050087  -2.262951  -6.234020
H  -1.816106  -3.757722  -7.161942
H  -4.025820  -3.851316  -6.021787
H  -4.449387  -2.492728  -4.019546
S  0.006469  5.842405  1.183841
C  -0.370676  4.246181  0.978824
N  -0.658947  3.116423  0.883698

Forces on the atoms, in the same order (eV/Å):
Cs 0.4 -0.8 0.1
C -0.1 0.0 0.1
C 0.1 0.0 0.0
Ge 0.0 0.1 0.2
C 0.0 0.1 -0.1
C 0.0 0.1 0.1
C 0.0 0.0 -0.1
C 0.0 0.1 0.1
Ge -0.3 0.0 -0.1
C 0.0 0.0 -0.1
C -0.1 -0.1 0.0
C -0.2 -0.1 0.0
C 0.1 -0.1 0.1
C 0.0 0.0 0.0
C 0.0 0.0 0.0
C 0.0 0.0 0.0
C 0.0 0.0 0.0
C 0.0 0.0 0.0
C 0.0 0.0 0.0
H 0.0 0.0 0.0
H 0.0 0.0 0.0
H 0.0 0.0 0.0
H 0.0 0.0 0.0
H 0.0 0.0 0.0
H 0.0 0.0 -0.1
H 0.0 0.0 0.0
H 0.0 0.0 0.0
H 0.0 0.0 0.0
H 0.0 0.0 0.0
H 0.0 0.0 0.0
H 0.0 0.0 0.0
H 0.0 0.0 0.0
H 0.0 0.0 0.0
H 0.0 0.0 0.0
H 0.0 0.0 0.0
H 0.1 0.1 0.1
H 0.1 -0.1 0.0
H 0.0 0.0 0.0
H 0.0 0.0 0.0
H 0.0 0.0 0.0
H 0.0 0.0 0.0
H 0.0 0.0 0.0
H 0.0 0.0 0.0
H 0.0 0.0 0.0
H 0.0 0.0 0.0
C 0.0 0.0 0.0
C 0.1 0.0 0.1
C -0.1 0.1 -0.1
C 0.0 0.0 0.0
C 0.0 0.0 0.0
C 0.0 0.0 0.1
C 0.0 0.0 -0.1
C 0.0 0.0 0.1
C 0.0 0.1 0.0
C 0.0 0.0 0.0
C 0.0 0.0 0.0
C -0.2 0.1 0.0
N 0.3 -0.1 -0.1
C -0.1 0.0 0.0
C 0.0 -0.1 0.1
C 0.0 0.1 0.0
C 0.1 0.0 0.0
C -0.1 0.0 0.1
N 0.0 0.1 -0.2
C 0.0 0.0 0.0
C -0.1 0.1 -0.2
C 0.0 0.0 0.0
C 0.0 0.0 0.0
H 0.0 0.0 0.0
H 0.0 0.0 0.0
H 0.0 0.0 0.0
H 0.0 0.0 0.0
H 0.0 -0.1 0.0
H 0.0 0.0 0.0
H 0.0 0.0 0.1
H 0.0 0.0 0.0
H 0.0 0.0 0.0
H 0.0 0.0 0.0
H 0.0 0.0 0.0
H 0.0 0.0 0.0
H 0.0 0.0 0.0
H 0.0 0.0 0.0
H 0.0 0.0 0.0
H 0.0 0.0 0.0
H 0.0 0.0 0.0
H 0.0 0.0 0.0
H 0.0 0.0 0.0
H 0.0 0.0 0.0
H 0.0 0.1 -0.1
H 0.0 0.1 -0.2
H 0.0 0.0 0.0
H 0.0 0.0 0.0
H 0.0 0.0 0.0
H 0.0 0.0 0.0
H 0.0 0.0 0.0
H 0.0 0.0 0.0
H 0.0 0.0 0.0
S -0.2 -0.1 0.0
C 0.1 0.1 0.1
C 0.0 0.0 0.0
C 0.0 0.0 0.0
C 0.0 0.0 0.0
C 0.0 0.0 0.0
C 0.0 0.0 0.0
H 0.0 0.0 0.0
H 0.0 0.0 0.0
H 0.0 0.0 0.0
H 0.0 0.0 0.0
H 0.0 0.0 0.0
S -0.1 -0.3 0.0
C 0.0 0.4 0.2
N -0.1 0.4 0.3

Charge: -2
Kohn-Sham gap in eV: 5.69
Lowest unoccupied orbital energy in Eh: 0.136
HOMO level in hartree: -0.07347

Löwdin population analysis, charges in e, atoms 1 to 4: Cs 0.90; C -0.19; C -0.37; Ge 0.82

***

Molecular formula: C32H37MoN3O2S3
Method: DFT, wB97M-V/def2-TZVPD

Cartesian coordinates (Å):
Mo  -0.259733  1.007067  1.122647
C  -2.972790  -2.877970  1.402783
C  -1.745969  -2.443804  2.207317
C  -1.331087  -3.560262  3.183170
C  -1.971744  -1.175755  2.993528
C  -3.156733  -0.947236  3.658915
C  -3.321532  0.180637  4.459899
C  -2.297528  1.102116  4.644635
C  -1.073248  0.927553  4.024052
C  0.121344  1.817908  4.350042
C  -0.270096  3.080993  5.116616
C  1.156196  1.037132  5.170606
C  -0.934809  -0.204264  3.152208
N  0.254914  -0.313302  2.424132
C  1.395932  -1.110409  2.486221
O  1.616962  -1.999777  3.248442
C  2.336185  -0.568397  1.458748
C  3.638079  -0.957359  1.256404
C  4.413062  -0.217409  0.365052
C  3.872841  0.902776  -0.256270
C  2.551256  1.208099  -0.011693
N  1.800222  0.464349  0.799016
C  1.806550  2.389312  -0.541254
O  2.309113  3.295390  -1.132074
N  0.455131  2.285202  -0.165245
C  -0.540913  2.996019  -0.915109
C  -0.572240  2.919024  -2.311883
C  -1.542878  3.678497  -2.960046
C  -2.476517  4.417726  -2.256284
C  -2.492491  4.386607  -0.867500
C  -1.529306  3.664919  -0.188489
C  -1.490599  3.641662  1.325519
C  -2.831091  3.913649  1.995800
C  -0.374612  4.529504  1.862794
C  0.315085  1.999379  -3.130379
C  1.190884  2.774809  -4.116316
C  -0.543300  0.956392  -3.859729
H  -2.705297  -3.715340  0.759511
H  -3.776423  -3.219286  2.055731
H  -3.363752  -2.076413  0.772947
H  -0.918495  -2.276663  1.510312
H  -2.146534  -3.773473  3.875837
H  -1.112560  -4.470071  2.624280
H  -0.447207  -3.290126  3.758417
H  -3.967235  -1.657456  3.571058
H  -4.263973  0.332854  4.970837
H  -2.452087  1.937255  5.311682
H  0.603942  2.139549  3.406438
H  -0.547352  2.828401  6.141009
H  0.580523  3.759998  5.168827
H  -1.106505  3.613530  4.666919
H  0.708993  0.736302  6.119306
H  1.515589  0.134586  4.681952
H  2.010507  1.677243  5.389095
H  4.032991  -1.803772  1.802618
H  5.442270  -0.495971  0.181553
H  4.451386  1.539197  -0.912522
H  -1.579719  3.670602  -4.041576
H  -3.220659  4.996133  -2.786648
H  -3.260282  4.925445  -0.330773
H  -1.326021  2.546016  1.714569
H  -3.084429  4.967208  1.871600
H  -3.628663  3.308306  1.567040
H  -2.774389  3.717900  3.066030
H  -0.611305  5.551376  1.558348
H  -0.309226  4.512100  2.946877
H  0.596674  4.291379  1.432513
H  0.970393  1.435078  -2.459678
H  0.577695  3.300895  -4.849319
H  1.812123  3.508839  -3.605943
H  1.838355  2.087227  -4.661219
H  -1.189221  1.426913  -4.601365
H  0.096271  0.242969  -4.380153
H  -1.179303  0.405932  -3.162187
S  -1.643868  -2.759903  -2.432086
C  -0.212803  -2.351143  -2.038940
S  -1.566842  0.024613  -0.097288
S  1.234668  -1.941835  -1.644273

Forces on the atoms, in the same order (eV/Å):
Mo 0.2 0.1 -0.2
C 0.0 0.0 0.0
C 0.0 0.0 0.0
C 0.0 0.0 0.0
C 0.0 0.0 -0.1
C -0.1 0.1 0.1
C 0.1 0.0 0.0
C -0.1 0.0 0.0
C 0.2 0.0 0.0
C -0.2 0.0 0.0
C 0.0 0.0 0.0
C 0.0 0.0 0.0
C -0.1 0.0 0.0
N -0.1 0.1 0.3
C 0.0 -0.1 -0.1
O -0.1 0.0 0.1
C -0.2 0.1 0.0
C 0.1 0.0 0.0
C 0.0 0.0 0.0
C 0.1 0.0 0.0
C -0.2 0.0 0.0
N 0.1 -0.1 -0.1
C 0.1 0.0 0.2
O -0.1 0.1 -0.1
N 0.0 0.1 0.0
C 0.1 0.0 0.0
C 0.1 -0.1 0.0
C -0.1 0.1 0.0
C 0.0 0.0 -0.1
C 0.0 0.0 0.0
C 0.0 0.0 0.2
C 0.0 0.1 0.0
C 0.0 0.0 0.0
C 0.0 0.0 0.0
C 0.0 0.0 -0.1
C 0.0 0.0 0.0
C 0.0 0.1 0.1
H 0.0 0.0 0.0
H 0.0 0.0 0.0
H 0.0 0.0 0.0
H 0.0 0.0 0.0
H 0.0 0.0 0.0
H 0.0 0.0 0.0
H 0.0 0.0 0.0
H 0.0 0.0 0.0
H 0.0 0.0 0.0
H 0.0 0.0 0.0
H 0.0 0.0 0.0
H 0.0 0.0 0.0
H 0.0 0.0 0.0
H 0.0 0.0 0.0
H 0.0 0.0 0.0
H 0.0 0.0 0.0
H 0.0 0.0 0.0
H 0.0 0.0 0.0
H 0.0 0.0 0.0
H 0.0 0.0 0.0
H 0.0 0.0 0.0
H 0.0 0.0 0.0
H 0.0 0.0 0.0
H 0.0 0.0 0.0
H 0.0 0.0 0.0
H 0.0 0.0 0.0
H 0.0 0.0 0.0
H 0.0 0.0 0.0
H 0.0 0.0 0.0
H 0.0 0.0 0.0
H 0.0 0.0 0.0
H 0.0 0.0 0.0
H 0.0 0.0 0.0
H 0.0 0.0 0.0
H 0.0 0.0 0.0
H 0.0 0.0 0.0
H 0.0 0.0 0.0
S 0.0 0.0 0.0
C -0.1 0.0 0.0
S 0.0 -0.2 -0.1
S 0.1 0.1 0.0

Charge: +2
Kohn-Sham gap in eV: 6.01
Lowest unoccupied orbital energy in Eh: -0.306
HOMO level in hartree: -0.52697

Löwdin population analysis, charges in e, atoms 1 to 4: Mo 1.35; C -0.07; C -0.39; C -0.02

***

Number 1: E_tot -186325.4707 eV, F_max 0.9 eV/A. Number 2: E_tot -76697.9268 eV, F_max 0.3 eV/A.